A molecular structure, C60H61N9O5S4V, computed with ωB97M-V with the def2-TZVPD basis set.

Geometry as XYZ:
```
140
Properties=species:S:1:pos:R:3:forces:R:3
V 0.37094 1.08582 -0.30063 0.5 -0.2 -0.3
N -1.35259 0.23657 -1.22294 -0.1 0.8 0.5
S -2.71726 -0.09898 -0.94093 -0.7 -0.7 -0.1
N -3.17252 -1.64852 -1.43941 -0.1 0.7 0.0
S -2.74498 -2.85433 -0.59428 -0.3 -0.8 0.1
N -1.49332 -2.98319 0.26896 0.7 0.2 0.1
S 0.09368 -2.38073 -0.09278 -0.9 -0.4 -0.4
N 0.47210 -1.08083 0.39141 0.2 0.4 0.2
C 1.05971 -3.67630 0.63824 0.2 0.0 0.0
C 2.42888 -3.44076 0.53576 -0.1 -0.2 0.1
C 3.30204 -4.34830 1.11109 0.0 0.0 0.0
C 2.81237 -5.45747 1.78916 0.0 0.0 0.0
C 1.44630 -5.66732 1.89417 0.0 0.0 0.0
C 0.55624 -4.77494 1.30907 0.0 -0.1 0.0
C 0.11231 -2.81912 -1.85063 0.1 0.0 0.1
C 0.34296 -4.13399 -2.23945 0.1 -0.1 0.0
C 0.27094 -4.46999 -3.58038 0.0 0.0 0.0
C -0.03105 -3.50066 -4.52844 0.0 0.0 0.1
C -0.26385 -2.19555 -4.12726 0.0 -0.1 -0.1
C -0.19719 -1.84644 -2.78629 0.2 0.1 -0.1
C -4.04762 -3.28173 0.56648 0.2 0.1 -0.2
C -5.35179 -3.14411 0.11397 -0.1 -0.1 0.2
C -6.38921 -3.49092 0.96594 0.1 0.0 0.0
C -6.10609 -3.95983 2.24337 -0.1 0.0 0.1
C -4.79630 -4.08641 2.68096 0.1 0.1 -0.2
C -3.74547 -3.74480 1.83572 -0.3 0.0 0.0
C -2.87640 -4.20123 -1.77062 0.0 0.2 0.3
C -3.21937 -3.97692 -3.08969 0.0 -0.2 -0.1
C -3.31636 -5.07736 -3.93810 0.0 0.1 0.2
C -3.08048 -6.35242 -3.45243 0.0 -0.1 0.0
C -2.73603 -6.55741 -2.11969 0.0 0.2 0.0
C -2.62929 -5.47288 -1.26641 0.0 -0.1 -0.3
C -3.92956 0.85683 -1.80134 0.1 0.1 -0.2
C -5.09273 0.35300 -2.36384 0.0 0.1 0.0
C -5.93654 1.22720 -3.03209 0.0 0.0 0.0
C -5.60362 2.57311 -3.12893 -0.1 0.0 0.0
C -4.42485 3.05140 -2.57969 0.1 0.0 0.1
C -3.56039 2.19328 -1.91218 -0.2 0.0 -0.2
C -3.34866 -0.07087 0.74808 0.0 0.1 0.0
C -4.66853 0.24043 1.05834 0.0 -0.1 0.0
C -5.08557 0.17996 2.37766 0.1 0.0 0.1
C -4.19228 -0.17926 3.38064 0.0 0.0 -0.1
C -2.87685 -0.47031 3.06067 0.0 0.0 0.0
C -2.44950 -0.41871 1.74177 0.1 0.1 0.0
H 2.79392 -2.55797 0.02666 0.0 0.1 -0.1
H 4.36738 -4.18119 1.03634 0.0 0.0 0.0
H 3.50043 -6.15765 2.24171 0.0 0.0 0.0
H 1.06974 -6.52705 2.43066 0.0 0.0 0.0
H -0.51018 -4.92786 1.37774 -0.1 0.0 0.0
H 0.58059 -4.90050 -1.51578 0.0 0.0 0.1
H 0.45496 -5.49113 -3.88296 0.0 -0.1 0.0
H -0.08103 -3.76294 -5.57596 0.0 0.0 -0.1
H -0.49554 -1.42876 -4.85358 0.0 0.0 0.0
H -0.39245 -0.82422 -2.48024 0.1 -0.3 -0.1
H -5.55327 -2.77369 -0.88063 0.0 0.0 -0.1
H -7.41273 -3.38940 0.63319 0.0 0.0 0.0
H -6.91854 -4.22152 2.90807 0.0 0.0 0.0
H -4.58302 -4.44224 3.67918 0.0 0.0 0.0
H -2.71894 -3.80980 2.15722 0.1 0.0 0.0
H -3.38356 -2.97098 -3.44403 0.0 0.1 0.0
H -3.57387 -4.92569 -4.97702 0.0 0.0 0.0
H -3.16031 -7.20077 -4.11919 0.0 0.0 0.0
H -2.54720 -7.55501 -1.74938 0.0 0.0 0.0
H -2.35080 -5.61239 -0.23185 0.0 0.0 0.1
H -5.32401 -0.69759 -2.28497 0.0 -0.1 0.0
H -6.84734 0.85745 -3.48285 0.0 0.0 0.0
H -6.26329 3.25070 -3.65374 0.0 0.0 0.0
H -4.15447 4.09280 -2.68522 0.0 0.0 0.0
H -2.60124 2.53752 -1.53295 0.0 0.0 0.0
H -5.37160 0.53052 0.29332 0.0 0.0 -0.1
H -6.10902 0.42585 2.62155 -0.1 0.0 0.0
H -4.52114 -0.21818 4.40894 0.0 0.0 0.1
H -2.16676 -0.72463 3.83549 0.0 0.0 0.1
H -1.41716 -0.63318 1.48601 0.0 0.0 0.0
C 3.53109 6.72712 4.46695 0.0 0.0 0.0
O 3.38004 5.50651 3.77322 0.0 -0.1 0.0
C 4.38787 4.58874 3.87882 -0.1 -0.1 -0.1
C 5.57405 4.80610 4.55051 0.0 -0.1 0.0
C 6.53415 3.79599 4.60633 0.0 0.0 0.0
C 6.28447 2.57862 4.01189 0.0 0.0 0.0
C 5.08206 2.34906 3.34680 0.0 0.0 0.1
C 4.12871 3.34992 3.24580 0.0 0.2 0.0
N 2.88668 3.21897 2.62652 -0.1 0.0 0.0
C 2.51475 2.45021 1.54043 0.1 -0.1 0.1
N 3.51805 1.86746 0.86216 0.0 0.0 -0.1
C 3.50039 1.03279 -0.29906 -0.2 0.2 0.4
C 2.34636 0.67325 -1.00037 0.6 -0.1 0.0
C 2.62552 -0.14391 -2.11786 -0.3 0.0 -0.1
C 3.88243 -0.57495 -2.49384 0.1 0.0 0.1
C 5.00155 -0.20566 -1.74652 -0.2 0.1 0.0
C 4.79263 0.60659 -0.64841 0.2 -0.1 0.0
O 5.81366 1.03851 0.18398 -0.2 0.0 0.0
C 7.13713 0.86009 -0.26278 0.0 -0.1 -0.1
N 1.26537 2.27661 1.23633 0.0 0.1 -0.1
C 0.25138 3.06876 1.81056 -0.1 -0.2 0.2
C -0.84520 2.43256 2.37344 0.1 -0.3 0.2
C -1.98103 3.12572 2.77243 0.1 0.0 0.0
C -2.01686 4.49749 2.61117 0.1 0.1 -0.1
C -0.92307 5.16946 2.06569 0.0 -0.1 0.1
C 0.20842 4.46791 1.67128 0.1 0.1 -0.3
O 1.30653 5.03061 1.09751 -0.1 -0.1 0.3
C 1.21861 6.36067 0.63541 -0.1 0.0 0.0
H 2.60908 7.28120 4.30811 0.0 0.0 0.0
H 4.37428 7.30115 4.07155 0.0 0.0 0.0
H 3.67552 6.55755 5.53781 0.0 0.0 0.0
H 5.76331 5.75732 5.02360 0.0 0.0 0.0
H 7.46390 3.97252 5.12696 0.1 0.0 0.0
H 7.01348 1.78289 4.06446 0.0 0.0 0.0
H 4.88517 1.37550 2.92498 0.0 0.0 0.0
H 2.21233 3.92144 2.89135 0.1 0.0 0.0
H 4.44562 2.17103 1.11790 -0.1 -0.1 0.0
H 1.79750 -0.43348 -2.75888 0.0 0.0 0.1
H 4.00777 -1.19628 -3.37285 0.0 0.0 0.0
H 5.98851 -0.53950 -2.02389 0.1 0.0 0.0
H 7.77547 1.40436 0.42876 0.0 0.0 0.0
H 7.26747 1.25867 -1.27255 0.0 0.0 0.0
H 7.41852 -0.19770 -0.25970 0.0 0.0 0.0
H -0.76282 1.35643 2.50888 -0.1 0.2 0.0
H -2.82055 2.58879 3.19674 0.0 0.0 0.0
H -2.89228 5.06136 2.90211 0.0 0.0 0.0
H -0.96918 6.23783 1.93069 0.0 0.1 0.0
H 2.16091 6.57128 0.13766 0.0 0.0 0.0
H 1.07672 7.06233 1.46359 0.0 0.0 0.0
H 0.40187 6.45897 -0.08287 0.0 0.0 0.0
C 0.31630 0.73692 -6.01603 0.1 0.0 -0.2
S 0.22137 1.59538 -4.43895 -0.1 0.0 0.1
C 1.91552 2.19305 -4.36562 0.1 0.0 0.0
H 0.67542 1.39491 -6.80809 0.0 0.1 0.0
H -0.68176 0.39975 -6.29149 -0.1 0.0 0.0
H 0.97854 -0.12922 -5.96112 0.0 0.0 0.0
H 2.61356 1.36098 -4.44358 0.0 0.0 0.0
H 2.05798 2.66495 -3.39444 -0.1 0.0 0.0
H 2.10367 2.91755 -5.15725 0.0 0.0 0.0
O 1.36480 4.05656 -1.70030 -0.6 0.0 0.0
N 0.15293 3.97431 -1.56641 0.6 -0.5 0.2
O -0.27455 2.82611 -1.14133 -0.3 0.7 -0.3
N 1.97961 -0.40830 3.23282 0.0 -0.1 0.1
H 1.60101 -0.33126 2.29404 0.0 0.0 -0.1
H 1.56779 -1.24699 3.63046 0.0 0.0 0.0
H 2.96771 -0.60898 3.12584 0.0 0.0 0.0
```
Forces are in eV/Å.

Results
Total charge: 0
Spin multiplicity: 4
F_max in hartree/bohr: 0.0198
Total energy in eV: -155877.1223
E_LUMO (spin up / spin down) in eV: -0.156 / -0.155
Energy relative to the best compared isomer or geometry (same formula, charge and spin) in kJ/mol: 0.0